Entry 1:
The following is a DFT calculation (ωB97M-V/def2-TZVPD) of an isolated ion of composition C30H47F3N4O2PSi and charge +1.

CARTESIAN COORDINATES (ANGSTROEM)
C: 1.43 1.35 0.36
N: 0.44 0.60 -0.55
C: -0.52 1.67 -1.11
C: -2.00 1.32 -0.41
C: -2.72 2.79 -0.19
C: -2.52 3.72 -1.56
C: -1.76 5.17 -1.32
C: -1.41 6.21 -2.54
C: -1.85 5.74 -4.07
C: -1.45 6.78 -5.30
C: -2.64 4.30 -4.34
C: -2.97 3.28 -3.07
N: -2.72 0.46 -1.47
C: -3.93 -0.07 -0.74
N: -4.88 -0.73 -1.53
P: -4.70 -0.95 -3.30
O: -4.92 -2.48 -3.75
N: -4.14 0.03 0.75
C: -2.86 0.10 1.54
C: -3.20 0.98 2.90
C: -1.85 1.45 3.75
C: -1.48 0.48 5.01
C: -0.27 -0.58 4.79
C: 1.00 -0.07 3.90
C: 2.21 -1.17 3.72
C: 2.11 -2.08 2.35
C: 3.40 -3.04 2.06
Si: 4.39 -2.63 0.47
C: 6.30 -2.93 0.86
C: 4.25 -0.81 -0.14
C: 3.97 -3.77 -1.06
C: 2.69 -3.45 -2.09
C: 2.36 -4.40 -3.42
C: 3.27 -5.73 -3.77
C: 4.54 -6.04 -2.74
C: 4.87 -5.10 -1.43
C: -2.48 -1.46 2.01
F: -2.96 -1.80 3.37
F: -0.98 -1.59 1.85
F: -3.05 -2.49 1.09
O: -1.69 0.60 0.82
H: 0.88 2.02 1.17
H: 2.14 0.64 0.96
H: 2.01 2.08 -0.35
H: 0.95 0.15 -1.33
H: -0.56 1.65 -2.28
H: -0.08 2.70 -0.70
H: -2.37 3.37 0.77
H: -3.91 2.66 -0.10
H: -1.42 5.47 -0.22
H: -0.87 7.22 -2.28
H: -1.39 6.10 -6.28
H: -0.33 7.12 -5.10
H: -2.19 7.69 -5.41
H: -2.91 4.04 -5.47
H: -3.50 2.24 -3.27
H: -2.09 -0.36 -1.64
H: -5.75 -1.16 -1.09
H: -3.40 -0.56 -3.82
H: -5.70 -0.16 -4.02
H: -4.83 -0.66 1.12
H: -3.67 2.01 2.49
H: -4.04 0.51 3.57
H: -2.17 2.50 4.23
H: -0.94 1.73 3.04
H: -1.18 1.18 5.92
H: -2.46 -0.09 5.39
H: -0.62 -1.65 4.38
H: 0.17 -0.82 5.87
H: 0.64 0.24 2.81
H: 1.50 0.91 4.35
H: 3.29 -0.65 3.68
H: 2.16 -1.93 4.63
H: 1.18 -2.81 2.53
H: 1.85 -1.48 1.38
H: 2.99 -4.15 1.92
H: 4.12 -3.11 3.01
H: 6.55 -2.23 1.77
H: 6.93 -2.64 -0.10
H: 6.41 -4.07 1.09
H: 3.18 -0.69 -0.64
H: 5.03 -0.51 -0.98
H: 4.26 -0.04 0.77
H: 2.03 -2.48 -1.87
H: 1.45 -4.10 -4.13
H: 3.04 -6.43 -4.71
H: 5.20 -6.98 -3.04
H: 5.80 -5.38 -0.78

The calculation puts the largest force on an atom at 0.141 Eh/bohr. The total energy comes out at -2470.12979 hartree. Its SMILES is CNC[C@@]1(Cc2ccc(C)cc2)NC(N[PH2]=O)=[NH+][C@@](CCCCCCCC[Si](C)(C)c2ccccc2)(C(F)(F)F)O1. As for the charge: +1.

=====

Entry 2:
The following is a DFT calculation (ωB97M-V/def2-TZVPD) of C30H47FP2Ru as an isolated structure.

CARTESIAN COORDINATES (ANGSTROEM)
Ru: -0.16 -0.10 -2.27
C: -0.28 -2.35 2.13
C: 1.10 -2.42 1.64
C: 0.99 -0.92 3.40
C: -0.33 -1.40 3.20
C: 1.85 -1.53 2.46
C: -1.48 -3.12 1.70
H: -1.36 -3.46 0.66
H: -2.31 -2.42 1.69
H: -1.78 -3.90 2.38
C: -1.49 -1.13 4.09
H: -2.42 -1.32 3.55
H: -1.49 -0.07 4.32
H: -1.48 -1.69 5.02
C: 1.40 -0.12 4.58
H: 1.46 -0.74 5.51
H: 0.68 0.70 4.77
H: 2.36 0.39 4.46
C: 3.32 -1.39 2.48
H: 3.72 -2.02 3.31
H: 3.66 -0.34 2.65
H: 3.79 -1.74 1.54
C: 1.69 -3.25 0.59
H: 2.04 -4.19 1.05
H: 2.56 -2.74 0.15
H: 0.90 -3.49 -0.17
C: -1.38 0.49 -3.86
C: -1.66 -0.91 -3.75
C: -0.90 -1.97 -4.48
C: 0.66 -1.70 -4.38
C: 1.21 -1.01 -3.24
C: 1.43 0.47 -3.28
C: 0.93 1.43 -4.28
C: -0.48 1.18 -4.89
H: -1.24 -2.14 -5.53
H: 0.99 -1.26 -5.33
H: -1.19 -2.89 -3.90
H: -0.38 0.73 -5.90
H: -2.28 1.13 -3.69
H: -2.73 -1.14 -3.42
H: -0.88 2.20 -5.07
H: 0.94 2.46 -3.85
H: 2.39 0.77 -2.96
H: 1.70 1.36 -5.05
H: 1.04 -2.74 -4.40
H: 2.08 -1.59 -2.83
P: -1.52 0.74 -0.34
P: 1.75 1.07 0.21
C: -0.53 2.15 -1.12
C: 0.91 2.48 -0.79
H: -1.26 2.90 -0.76
H: -0.63 1.95 -2.22
H: 1.55 2.73 -1.69
H: 0.96 3.39 -0.18
C: 2.59 2.12 1.48
H: 2.58 1.62 2.46
H: 2.14 3.12 1.60
H: 3.64 2.31 1.19
C: 3.30 0.57 -0.67
H: 3.82 1.41 -1.13
H: 3.08 -0.14 -1.49
H: 3.94 0.05 0.02
C: -3.17 0.92 -1.10
H: -3.77 0.06 -0.73
H: -2.96 0.83 -2.17
H: -3.42 1.91 -0.65
C: -1.56 -1.15 -0.75
H: -0.63 -1.71 -0.42
H: -1.86 -1.47 -1.81
H: -2.48 -1.38 -0.16
F: -3.07 3.54 4.62
C: -2.58 2.78 3.58
C: -1.23 2.91 3.21
C: -0.73 2.17 2.12
C: -1.59 1.25 1.42
C: -2.83 0.96 2.05
C: -3.41 1.81 3.02
H: -0.57 3.62 3.71
H: 0.25 2.45 1.75
H: -3.45 0.16 1.60
H: -4.46 1.72 3.29

The calculation puts the largest force on an atom at 0.097 Eh/bohr. Its multiplicity is 5. The total energy comes out at -2047.89884 hartree. The expectation value of S² is 6.019. As for the charge: +2.